ORCA calculation (wB97M-V/def2-TZVPD) on C29H46BrNOP2Zn as an isolated structure at a distorted geometry.

HOMO: -13.36 eV
charge: +2
HOMO-LUMO gap: 5.1404 eV
multiplicity: 1

Last column: Löwdin charge in e.
CARTESIAN COORDINATES (ANGSTROEM)
C: -0.6379 6.9514 -3.7473  0.000
C: -0.8380 5.5893 -4.0825  -0.223
C: -1.1310 5.2630 -5.4190  -0.014
C: -1.2659 6.3075 -6.3546  -0.113
N: -1.1029 7.5887 -6.0134  0.067
C: -0.7945 7.9151 -4.7592  -0.120
C: -0.7016 4.5163 -3.1117  0.092
C: -0.4762 3.7697 -2.1650  0.035
C: -0.6870 2.9065 -1.0661  -0.226
C: 0.2363 2.8311 0.0237  0.048
C: -0.0050 1.8293 1.0416  -0.077
C: -1.1719 1.0078 1.0256  -0.411
C: -1.9901 1.1164 -0.1300  -0.161
C: -1.7973 2.0543 -1.1384  -0.006
Zn: -0.3970 -1.2490 0.0488  0.715
P: 1.9198 -1.4629 1.2625  0.991
H: -1.2101 4.2322 -5.7647  0.114
H: -0.3198 7.2819 -2.7513  0.120
H: -1.4989 6.0865 -7.4008  0.116
H: -0.6528 8.9883 -4.5457  0.122
H: -2.4386 2.0769 -2.0683  0.161
H: 1.1277 3.4682 -0.0437  0.136
H: -2.6923 0.3059 -0.3522  0.074
H: 0.7914 1.6520 1.7351  0.082
C: 2.3711 -3.0148 2.1601  -0.369
C: 3.3414 -3.9234 1.3784  -0.123
H: 1.4017 -3.5068 2.3855  0.080
H: 2.8162 -2.7303 3.1386  0.099
H: 3.5555 -4.8475 1.9406  0.096
H: 2.9395 -4.2274 0.3994  0.062
H: 4.2965 -3.3994 1.2133  0.066
C: 2.0574 -1.6816 -0.6016  -0.403
C: 3.0156 -0.7571 -1.3456  -0.100
H: 1.0012 -1.4400 -0.9789  -0.006
H: 2.2037 -2.7475 -0.8284  0.080
H: 2.8617 -0.9005 -2.4251  0.097
H: 2.8528 0.3111 -1.1277  0.082
H: 4.0498 -1.0169 -1.0977  0.081
C: 3.2307 -0.2506 1.6877  -0.365
C: 4.6514 -0.8529 1.6891  -0.114
H: 2.9318 0.1556 2.6794  0.066
H: 3.1588 0.5883 0.9630  0.079
H: 5.4036 -0.0797 1.8853  0.096
H: 4.7608 -1.6255 2.4564  0.075
H: 4.9042 -1.2976 0.7206  0.060
Br: -1.8609 -0.5439 2.3741  0.885
P: -2.3565 -3.3786 -1.3068  0.996
C: -0.5478 -3.5941 -1.3328  -0.492
C: -0.2022 -5.0532 -1.7110  -0.124
H: -0.1347 -3.3492 -0.3338  0.027
H: -0.0736 -2.8890 -2.0350  0.070
H: 0.8579 -5.1468 -2.0008  0.079
H: -0.4051 -5.7162 -0.8527  0.088
H: -0.8236 -5.3844 -2.5639  0.084
C: -2.9033 -3.2934 0.4271  -0.485
C: -4.3614 -3.7978 0.5138  -0.147
H: -2.7841 -2.3204 0.9589  -0.055
H: -2.2586 -3.9577 1.0179  0.085
H: -4.6740 -3.9426 1.5572  0.083
H: -5.0409 -3.0868 0.0222  0.077
H: -4.4213 -4.7638 -0.0095  0.073
C: -2.6662 -1.7413 -2.1461  -0.437
C: -2.9876 -1.8719 -3.6527  -0.130
H: -1.7783 -1.0940 -2.0022  0.030
H: -3.5050 -1.2443 -1.6211  0.083
H: -3.4038 -0.9219 -4.0220  0.081
H: -2.0711 -2.1090 -4.2100  0.077
H: -3.7201 -2.6683 -3.8429  0.081
C: -0.5641 2.0735 5.6060  -0.126
C: 0.6744 1.3040 6.0671  -0.129
C: 1.2942 0.7282 4.7812  -0.201
O: 0.3187 0.7699 3.7431  -0.299
C: -0.7893 1.5829 4.1787  -0.262
H: -1.4431 1.8182 6.1961  0.119
H: -0.4163 3.1465 5.6162  0.116
H: 0.3632 0.4805 6.7111  0.117
H: 1.4256 1.9145 6.5794  0.123
H: 2.1225 1.3648 4.4250  0.115
H: 1.6667 -0.3110 4.8349  0.120
H: -1.6394 0.8801 4.1244  0.007
H: -0.9630 2.3347 3.3924  0.111

ORCA calculation (wB97M-V/def2-TZVPD) on C29H46CdI2N4SeTe as an isolated structure at a distorted geometry.

HOMO: -12.12 eV
charge: +2
HOMO-LUMO gap: 6.0849 eV
multiplicity: 1

Last column: Löwdin charge in e.
CARTESIAN COORDINATES (ANGSTROEM)
Cd: -1.2159 -0.5374 0.0298  0.950
I: -3.3779 3.1772 -1.6223  0.732
C: -3.0522 3.5597 0.4510  -1.135
I: -3.4820 1.8504 1.6728  0.675
H: -3.7115 4.3658 0.7551  -0.028
H: -2.0055 3.8093 0.5986  -0.084
N: -6.8617 -2.1358 -1.4875  0.055
C: -6.5467 -0.6828 -1.4054  -0.094
C: -5.0587 -0.5038 -1.7277  -0.210
N: -4.2055 -1.2499 -0.8183  -0.101
C: -4.5486 -2.6615 -0.8418  -0.198
C: -6.0294 -2.9045 -0.5201  -0.095
H: -6.6405 -2.4594 -2.4389  0.191
H: -7.8598 -2.3093 -1.3233  0.195
H: -6.7639 -0.3381 -0.3911  0.143
H: -7.1646 -0.1243 -2.1086  0.143
H: -4.8081 0.5552 -1.6765  0.032
H: -4.8602 -0.8466 -2.7492  0.134
H: -4.3256 -0.8863 0.1293  0.035
H: -3.9316 -3.1932 -0.1147  0.115
H: -4.3174 -3.0536 -1.8381  0.132
H: -6.2580 -2.5565 0.4903  0.144
H: -6.2639 -3.9664 -0.5907  0.142
C: 1.0504 -7.6057 2.5041  -0.036
C: 0.4084 -6.2606 2.4091  -0.256
C: -0.6084 -5.8721 3.2670  0.001
C: -1.1736 -4.6072 3.2059  -0.340
C: -2.2492 -4.2397 4.1818  -0.120
C: -0.7112 -3.7013 2.2500  -0.501
Te: -1.6000 -1.7361 2.3584  0.701
C: 0.3140 -4.0638 1.3769  -0.321
C: 0.9075 -3.1187 0.3716  -0.116
C: 0.8486 -5.3407 1.4698  -0.011
H: 0.6072 -8.2007 3.2958  0.080
H: 2.1129 -7.4933 2.7117  0.090
H: 0.9535 -8.1444 1.5633  0.088
H: -0.9556 -6.5596 4.0232  0.121
H: -2.4596 -5.0694 4.8502  0.084
H: -3.1697 -3.9781 3.6560  0.056
H: -1.9475 -3.3799 4.7832  0.060
H: 0.1693 -2.8163 -0.3917  0.032
H: 1.7276 -3.6102 -0.1466  0.082
H: 1.2975 -2.2333 0.8836  0.044
H: 1.6554 -5.6151 0.8068  0.122
C: 1.7797 0.6218 2.6955  -0.125
C: 2.9916 1.2169 1.9852  -0.244
C: 3.5979 0.2924 0.9278  -0.165
C: 2.7226 0.1317 -0.3206  -0.161
N: 2.6921 1.3391 -1.1070  -0.012
C: 1.6799 2.2225 -1.1975  -0.633
Se: 0.0316 2.0651 -0.4101  0.591
N: 2.0405 3.2611 -1.9710  -0.010
C: 1.2105 4.3982 -2.2978  -0.140
C: 1.0122 5.3577 -1.1184  -0.195
C: 2.2900 5.9362 -0.5143  -0.246
C: 3.0185 6.8945 -1.4449  -0.088
C: 3.3364 3.0480 -2.3976  -0.128
C: 4.1803 3.7824 -3.2196  0.008
C: 5.4322 3.2583 -3.4727  -0.052
C: 5.8378 2.0356 -2.9370  -0.053
C: 5.0086 1.2962 -2.1163  0.008
C: 3.7516 1.8227 -1.8494  -0.133
H: 1.4885 1.2679 3.5199  0.081
H: 2.0140 -0.3638 3.0967  0.077
H: 0.9199 0.5375 2.0212  -0.027
H: 3.7628 1.4292 2.7271  0.115
H: 2.7174 2.1710 1.5238  0.097
H: 3.7663 -0.6940 1.3619  0.121
H: 4.5677 0.6882 0.6211  0.109
H: 1.6909 -0.1062 -0.0307  0.031
H: 3.1041 -0.6789 -0.9508  0.137
H: 0.2270 4.0280 -2.6137  0.109
H: 1.6705 4.9106 -3.1416  0.128
H: 0.4623 4.8270 -0.3356  0.061
H: 0.3813 6.1759 -1.4675  0.123
H: 2.9597 5.1282 -0.2106  0.105
H: 2.0091 6.4761 0.3913  0.113
H: 3.4540 6.3756 -2.2924  0.045
H: 3.8237 7.3876 -0.9086  0.081
H: 2.3389 7.6573 -1.8143  0.082
H: 3.8778 4.7206 -3.6547  0.106
H: 6.1149 3.8100 -4.0989  0.117
H: 6.8183 1.6567 -3.1775  0.116
H: 5.3287 0.3527 -1.7032  0.118

ORCA calculation (wB97M-V/def2-TZVPD) on C29H46CeP2S as an isolated structure at a distorted geometry.

HOMO (alpha / beta): -12.42 / -12.42 eV
charge: +2
HOMO-LUMO gap (alpha / beta): 4.6616 / 4.6729 eV
multiplicity: 1

Last column: Löwdin charge in e.
CARTESIAN COORDINATES (ANGSTROEM)
Ce: 0.2957 0.0555 0.4240  0.826
C: -0.7060 -2.0917 1.8012  -0.279
C: 0.5906 -2.4166 1.2658  -0.296
C: 0.8681 -0.8534 2.9605  -0.265
C: -0.5262 -1.1180 2.8405  -0.245
C: 1.5643 -1.6291 1.9749  -0.317
C: -1.9994 -2.7965 1.5434  -0.061
H: -2.0153 -3.2937 0.5683  0.042
H: -2.8439 -2.0970 1.5495  0.074
H: -2.1877 -3.5527 2.3265  0.120
C: -1.5957 -0.6339 3.7548  0.004
H: -2.5324 -1.1765 3.5881  0.089
H: -1.8267 0.4322 3.6296  0.079
H: -1.2896 -0.7866 4.8001  0.111
C: 1.5294 -0.0342 4.0074  -0.014
H: 0.9527 -0.0499 4.9401  0.098
H: 1.6637 1.0171 3.7169  0.077
H: 2.5286 -0.4273 4.2308  0.099
C: 3.0457 -1.6797 1.8459  -0.028
H: 3.4961 -2.2383 2.6820  0.117
H: 3.4939 -0.6760 1.8666  0.096
H: 3.3662 -2.1598 0.9176  0.066
C: 0.9102 -3.3962 0.1877  0.001
H: 1.6978 -4.0907 0.5220  0.114
H: 1.2782 -2.9053 -0.7331  0.070
H: 0.0357 -3.9940 -0.0939  0.086
C: -1.3927 0.8666 -2.9313  -0.333
C: -1.7918 -0.3743 -3.6159  -0.037
C: -1.0671 -0.9439 -4.7333  -0.157
C: 0.4949 -0.9974 -4.5633  -0.168
C: 1.0148 -0.9308 -3.1761  -0.195
C: 1.8755 0.2445 -2.9342  -0.479
C: 1.2363 1.5798 -3.3666  -0.162
C: -0.2859 1.7602 -3.5483  -0.098
H: -1.2782 -0.3579 -5.6468  0.151
H: 0.9379 -0.1863 -5.1748  0.125
H: -1.4291 -1.9674 -4.9346  0.133
H: -0.5106 1.8323 -4.6287  0.133
H: -2.2955 1.4901 -2.8334  0.161
H: -2.8748 -0.5496 -3.6481  0.125
H: -0.4752 2.7636 -3.1286  0.135
H: 1.6254 2.3610 -2.7012  0.086
H: 2.7997 0.1246 -3.5465  0.132
H: 1.6632 1.8559 -4.3437  0.131
H: 0.8516 -1.9470 -5.0059  0.129
H: 1.3887 -1.8684 -2.7440  0.085
P: -2.1210 -1.0933 -1.0563  0.999
C: -3.8039 -0.3943 -1.1396  -0.198
C: -1.8440 -2.5338 -2.1440  -0.210
P: 2.6645 0.2489 -1.2226  0.875
C: -1.0257 0.3662 -1.5588  -0.466
C: 3.9991 -0.9545 -1.4350  -0.226
C: 3.4699 1.8281 -0.8345  -0.208
H: -3.9624 0.2404 -0.2559  0.068
H: -4.5426 -1.2109 -1.0735  0.077
H: -4.0113 0.2072 -2.0260  0.048
H: -0.8533 -2.4868 -2.6339  0.050
H: -2.6454 -2.6353 -2.8927  0.075
H: -1.8553 -3.4219 -1.4914  0.045
H: 3.0632 2.6715 -1.4041  0.054
H: 4.5517 1.7390 -1.0137  0.071
H: 3.2885 1.9881 0.2420  0.046
H: -1.0689 1.2544 -0.8730  0.063
H: 0.0326 -0.0607 -1.6935  0.001
H: 4.5590 -1.0151 -0.4965  0.049
H: 4.6671 -0.6648 -2.2641  0.079
H: 3.5289 -1.9343 -1.6175  0.055
S: 0.1230 2.5861 1.6715  0.674
C: -0.7031 3.2502 3.0221  -0.661
C: -0.7266 2.6161 4.2865  -0.128
C: -1.4280 3.1661 5.3600  -0.063
C: -2.0998 4.3907 5.2054  -0.059
C: -2.0496 5.0586 3.9726  -0.067
C: -1.3557 4.5039 2.9024  -0.107
H: -0.1846 1.6759 4.4047  0.058
H: -1.4467 2.6208 6.3126  0.117
H: -2.6568 4.8128 6.0459  0.115
H: -2.5580 6.0162 3.8501  0.115
H: -1.2859 5.0014 1.9389  0.099